A.
{
  "formula": "FH3OP2",
  "method": "the ωB97M-V functional and the def2-TZVPD basis",
  "e_homo_ev": [-8.61, -9.19],
  "homo_lumo_gap_ev": [8.1, 7.9],
  "charge": 0,
  "symbols": ["O", "F", "P", "P", "H", "H", "H"],
  "positions_angstrom": [[1.36, 0.06, -0.62], [-2.48, -0.16, 0.61], [0.18, 0.95, 0.05], [-1.30, -0.59, -0.59], [2.17, -0.18, -0.24], [0.12, 1.90, -1.00], [-0.05, -1.98, 1.79]]
}

B.
{
  "formula": "FH3OP2",
  "method": "the ωB97M-V functional and the def2-TZVPD basis",
  "e_homo_ev": -9.10,
  "homo_lumo_gap_ev": 8.5,
  "charge": 0,
  "symbols": ["O", "P", "P", "F", "H", "H", "H"],
  "positions_angstrom": [[-1.61, -0.36, 0.37], [-0.58, 0.80, 0.09], [1.08, -0.54, 0.09], [2.43, 0.78, -0.13], [-1.88, -0.87, -0.49], [-0.58, 0.96, 1.44], [1.14, -0.77, -1.38]]
}

What should be chosen as the least stable of them? Choose A.

A.
{
  "formula": "FH3OP2",
  "method": "the ωB97M-V functional and the def2-TZVPD basis",
  "e_homo_ev": -9.84,
  "homo_lumo_gap_ev": 8.7,
  "charge": 0,
  "symbols": ["O", "F", "P", "P", "H", "H", "H"],
  "positions_angstrom": [[-2.17, -1.08, 0.82], [1.51, 1.60, -1.03], [2.27, -0.86, 0.09], [1.85, 1.08, 0.45], [-1.51, -0.53, 0.56], [-1.74, -1.77, 1.26], [2.89, -0.97, 1.33]]
}

B.
{
  "formula": "FH3OP2",
  "method": "the ωB97M-V functional and the def2-TZVPD basis",
  "e_homo_ev": [-8.04, -8.88],
  "homo_lumo_gap_ev": [7.2, 8.0],
  "charge": 0,
  "symbols": ["O", "F", "P", "P", "H", "H", "H"],
  "positions_angstrom": [[0.98, 0.56, -0.59], [-2.87, -0.60, 0.27], [-0.09, -0.66, -0.59], [-1.72, 0.57, 0.03], [1.85, 0.58, -0.85], [-0.96, -0.96, 1.82], [-2.24, 1.19, -1.27]]
}

What should be chosen as the least stable of them? Choose B.

A.
{
  "formula": "C5H13N",
  "method": "the ωB97M-V functional and the def2-TZVPD basis",
  "e_homo_ev": -8.24,
  "homo_lumo_gap_ev": 9.4,
  "charge": 0,
  "symbols": ["C", "C", "N", "C", "C", "C", "H", "H", "H", "H", "H", "H", "H", "H", "H", "H", "H", "H", "H"],
  "positions_angstrom": [[-1.66, -0.65, 1.27], [-0.25, -0.88, 0.76], [-0.14, 0.18, -0.29], [-1.04, -0.08, -1.46], [1.17, 0.55, -0.76], [2.05, 1.23, 0.28], [-1.78, -1.21, 2.29], [-2.37, -0.97, 0.47], [-1.90, 0.44, 1.56], [-0.08, -1.88, 0.43], [0.42, -0.74, 1.66], [-0.71, 0.29, -2.41], [-1.26, -1.15, -1.60], [-2.05, 0.35, -1.11], [1.65, -0.37, -1.20], [1.09, 1.21, -1.62], [3.03, 1.31, -0.20], [2.20, 0.45, 1.05], [1.62, 1.93, 0.87]]
}

B.
{
  "formula": "C5H13N",
  "method": "the ωB97M-V functional and the def2-TZVPD basis",
  "e_homo_ev": -8.53,
  "homo_lumo_gap_ev": 9.6,
  "charge": 0,
  "symbols": ["C", "C", "N", "H", "H", "H", "H", "H", "C", "C", "C", "H", "H", "H", "H", "H", "H", "H", "H"],
  "positions_angstrom": [[-0.76, -1.80, -1.74], [0.36, -1.14, -2.06], [0.43, 0.19, -2.52], [-1.66, -1.21, -1.58], [-0.66, -2.84, -1.48], [1.36, -1.52, -1.86], [-0.46, 0.67, -2.56], [1.10, 0.75, -2.00], [-1.13, 1.04, 1.09], [-0.14, 0.13, 1.81], [1.30, 0.56, 1.49], [-1.22, 0.85, 0.02], [-2.16, 0.98, 1.45], [-0.79, 2.07, 1.19], [-0.29, 0.19, 2.89], [-0.26, -0.92, 1.54], [1.95, -0.16, 1.98], [1.56, 1.53, 1.91], [1.48, 0.62, 0.42]]
}

What should be chosen as the least stable of them? Choose A.

A.
{
  "formula": "C5H13N",
  "method": "the ωB97M-V functional and the def2-TZVPD basis",
  "e_homo_ev": -8.34,
  "homo_lumo_gap_ev": 9.4,
  "charge": 0,
  "symbols": ["C", "C", "C", "N", "C", "C", "H", "H", "H", "H", "H", "H", "H", "H", "H", "H", "H", "H", "H"],
  "positions_angstrom": [[0.78, -1.51, 1.63], [1.28, -1.19, 0.18], [0.15, -0.61, -0.85], [-0.54, 0.61, -0.19], [0.27, 1.85, -0.39], [-1.93, 0.76, -0.46], [1.53, -1.46, 2.39], [0.16, -0.64, 1.93], [0.25, -2.50, 1.61], [1.76, -2.04, -0.28], [2.12, -0.48, 0.26], [-0.50, -1.52, -1.02], [0.62, -0.46, -1.84], [-0.16, 2.63, 0.43], [-0.04, 2.52, -1.32], [1.31, 1.71, -0.28], [-2.47, 1.39, 0.26], [-2.13, 1.12, -1.48], [-2.46, -0.20, -0.56]]
}

B.
{
  "formula": "C5H13N",
  "method": "the ωB97M-V functional and the def2-TZVPD basis",
  "e_homo_ev": -8.39,
  "homo_lumo_gap_ev": 9.5,
  "charge": 0,
  "symbols": ["C", "C", "N", "H", "H", "H", "H", "H", "C", "C", "C", "H", "H", "H", "H", "H", "H", "H", "H"],
  "positions_angstrom": [[0.74, -0.99, 2.19], [0.58, 0.37, 2.01], [1.61, 1.31, 1.71], [1.72, -1.43, 2.13], [-0.12, -1.62, 2.23], [-0.37, 0.92, 2.11], [2.56, 1.07, 2.00], [1.34, 2.27, 2.04], [0.50, -0.63, -1.63], [-1.04, -0.64, -1.61], [-1.75, 0.65, -1.18], [0.94, -0.40, -0.72], [1.02, -1.51, -2.00], [0.82, 0.02, -2.53], [-1.40, -0.99, -2.64], [-1.40, -1.42, -0.91], [-2.79, 0.64, -0.88], [-1.59, 1.26, -2.08], [-1.36, 1.13, -0.22]]
}

C.
{
  "formula": "C5H13N",
  "method": "the ωB97M-V functional and the def2-TZVPD basis",
  "e_homo_ev": -8.15,
  "homo_lumo_gap_ev": 9.2,
  "charge": 0,
  "symbols": ["C", "C", "C", "N", "C", "C", "H", "H", "H", "H", "H", "H", "H", "H", "H", "H", "H", "H", "H"],
  "positions_angstrom": [[-1.64, 1.20, 0.72], [-0.63, 0.41, 1.54], [0.67, -0.02, 0.82], [0.49, -0.18, -0.60], [-0.34, -1.30, -0.99], [1.70, -0.05, -1.40], [-2.62, 0.74, 0.61], [-1.19, 1.40, -0.25], [-1.76, 2.20, 1.14], [-0.43, 0.98, 2.44], [-1.07, -0.53, 1.89], [1.36, 0.82, 0.91], [1.10, -0.89, 1.35], [-0.60, -1.22, -2.05], [0.17, -2.27, -0.85], [-1.27, -1.32, -0.41], [1.87, -0.92, -2.04], [2.56, 0.13, -0.75], [1.63, 0.82, -2.06]]
}

What should be chosen as the least stable of them? Choose A.

A.
{
  "formula": "C5H13N",
  "method": "the ωB97M-V functional and the def2-TZVPD basis",
  "e_homo_ev": -5.90,
  "homo_lumo_gap_ev": 4.6,
  "charge": 0,
  "symbols": ["C", "C", "C", "N", "C", "C", "H", "H", "H", "H", "H", "H", "H", "H", "H", "H", "H", "H", "H"],
  "positions_angstrom": [[1.86, -0.29, -0.22], [1.47, 1.14, 0.38], [1.55, -0.72, 1.09], [-0.99, -0.01, -0.31], [-1.69, 0.28, -1.53], [-1.92, -0.51, 0.65], [2.90, -0.22, -0.54], [1.19, -0.54, -1.02], [2.07, 1.52, 1.21], [1.59, 1.86, -0.46], [0.41, 1.29, 0.63], [2.25, -0.51, 1.88], [0.88, -1.56, 1.28], [-2.48, 1.03, -1.40], [-2.19, -0.62, -1.95], [-0.99, 0.64, -2.29], [-2.26, -1.54, 0.45], [-1.45, -0.52, 1.64], [-2.88, 0.05, 0.62]]
}

B.
{
  "formula": "C5H13N",
  "method": "the ωB97M-V functional and the def2-TZVPD basis",
  "e_homo_ev": -9.10,
  "homo_lumo_gap_ev": 10.2,
  "charge": 0,
  "symbols": ["C", "C", "C", "H", "H", "H", "H", "H", "H", "C", "C", "N", "H", "H", "H", "H", "H", "H", "H"],
  "positions_angstrom": [[0.94, 0.00, 2.46], [1.72, 0.30, 1.42], [2.24, 1.67, 1.11], [0.87, -0.94, 2.99], [0.21, 0.76, 2.73], [2.10, -0.49, 0.79], [2.96, 1.67, 0.30], [1.47, 2.37, 0.77], [2.76, 2.12, 1.96], [-1.91, 0.14, -2.07], [-1.55, -0.71, -0.86], [-0.67, -1.80, -1.31], [-2.43, -0.49, -2.78], [-2.57, 0.97, -1.80], [-1.02, 0.56, -2.52], [-0.95, -0.17, -0.13], [-2.47, -1.12, -0.45], [-0.56, -2.48, -0.56], [-1.12, -2.36, -2.04]]
}

C.
{
  "formula": "C5H13N",
  "method": "the ωB97M-V functional and the def2-TZVPD basis",
  "e_homo_ev": -7.54,
  "homo_lumo_gap_ev": 8.1,
  "charge": 0,
  "symbols": ["C", "N", "C", "C", "C", "C", "H", "H", "H", "H", "H", "H", "H", "H", "H", "H", "H", "H", "H"],
  "positions_angstrom": [[-1.01, -0.84, -3.11], [0.03, -0.94, -2.09], [-0.41, 0.66, 0.61], [-0.10, 0.05, 1.79], [0.33, 1.92, 1.29], [1.17, -0.75, 1.93], [-0.97, -1.71, -3.77], [-2.04, -0.76, -2.75], [-0.74, 0.01, -3.75], [0.03, -1.87, -1.67], [-1.43, 0.99, 0.35], [-0.18, -0.34, -1.28], [-0.78, 0.01, 2.66], [0.33, 2.29, 2.33], [1.41, 1.98, 1.03], [-0.02, 2.76, 0.68], [1.66, -0.64, 2.90], [0.85, -1.76, 1.71], [1.87, -0.39, 1.18]]
}

D.
{
  "formula": "C5H13N",
  "method": "the ωB97M-V functional and the def2-TZVPD basis",
  "e_homo_ev": -9.01,
  "homo_lumo_gap_ev": 9.9,
  "charge": 0,
  "symbols": ["C", "C", "C", "C", "C", "N", "H", "H", "H", "H", "H", "H", "H", "H", "H", "H", "H", "H", "H"],
  "positions_angstrom": [[0.66, 0.39, 1.58], [0.33, 0.10, 0.10], [1.05, 1.02, -0.87], [0.66, -1.37, -0.17], [-1.22, 0.34, -0.09], [-1.91, -0.27, -1.26], [1.70, 0.23, 1.81], [0.12, -0.15, 2.37], [0.46, 1.45, 1.93], [2.20, 0.98, -0.85], [0.76, 0.86, -1.86], [0.85, 2.03, -0.61], [0.34, -1.98, 0.77], [0.17, -1.91, -1.15], [1.77, -1.48, -0.27], [-1.58, -0.21, 0.91], [-1.68, 1.34, 0.02], [-1.73, -1.28, -1.16], [-2.96, -0.09, -1.20]]
}

What should be chosen as the least stable of them? Choose A.

A.
{
  "formula": "H2N4O",
  "method": "the ωB97M-V functional and the def2-TZVPD basis",
  "e_homo_ev": -8.20,
  "homo_lumo_gap_ev": 9.1,
  "charge": 0,
  "symbols": ["N", "N", "N", "N", "O", "H", "H"],
  "positions_angstrom": [[-2.86, 0.25, 0.22], [-1.94, -0.32, -0.07], [1.42, 0.19, 0.13], [0.40, 0.56, -0.40], [-1.07, -0.93, -0.47], [2.01, 0.61, 1.00], [2.04, -0.36, -0.41]]
}

B.
{
  "formula": "H2N4O",
  "method": "the ωB97M-V functional and the def2-TZVPD basis",
  "e_homo_ev": -9.45,
  "homo_lumo_gap_ev": 9.2,
  "charge": 0,
  "symbols": ["N", "N", "N", "N", "O", "H", "H"],
  "positions_angstrom": [[-1.01, 1.29, 0.44], [-1.25, 0.21, 0.19], [1.79, 0.35, -0.38], [-1.41, -0.94, 0.03], [1.98, -0.63, 0.30], [1.70, 1.19, 0.10], [-1.79, -1.46, -0.68]]
}

What should be chosen as the least stable of them? Choose A.